# 1
{"formula": "C5H11N2", "method": "wB97M-V/def2-TZVPD", "max_force_ev_per_a": 4.69, "e_above_lowest_kj_mol": 382.97, "charge": 1, "symbols": ["C", "C", "C", "C", "C", "N", "N", "H", "H", "H", "H", "H", "H", "H", "H", "H", "H", "H"], "coordinates": [[0.3886, -0.8981, 0.3065], [-1.9074, -0.1790, -0.2667], [-3.2257, -0.0168, 0.2369], [2.7280, -0.7311, -0.2721], [1.4556, 1.2952, -0.0475], [-0.8954, -0.5748, 0.5132], [1.3911, -0.1985, 0.0207], [-1.6847, -0.3691, -1.4104], [-3.2951, -0.4689, 1.2178], [-3.9866, -0.3010, -0.4012], [-3.6219, 0.9803, 0.4091], [3.5568, -0.3112, 0.3076], [2.7933, -1.8531, -0.5158], [3.0257, -0.3212, -1.3153], [0.5290, 1.7638, 0.4096], [2.2992, 1.6382, 0.5182], [1.6686, 1.5262, -1.1244], [-1.2190, -0.9811, 1.4139]], "forces_ev_per_a": [[0.941, -3.428, -0.505], [3.374, -1.615, -2.823], [-0.677, 0.715, 2.019], [1.190, -1.209, -3.599], [-1.306, 0.284, -0.629], [-2.477, 1.599, 0.418], [0.909, 2.129, 0.394], [-0.439, 1.289, 2.307], [-0.363, -0.378, 0.222], [-1.345, -1.583, -1.464], [0.935, 0.874, 0.075], [-0.687, -0.418, 0.702], [-0.480, 1.660, 1.298], [-0.782, -0.356, 1.400], [1.036, -0.577, -0.999], [0.445, 0.001, 0.381], [-0.638, 0.219, 1.030], [0.364, 0.793, -0.227]], "mulliken_charge": [-0.123, 0.321, -1.148, -0.847, -0.863, -0.023, 0.085, 0.318, 0.329, 0.342, 0.317, 0.362, 0.312, 0.334, 0.315, 0.333, 0.350, 0.285]}

# 2
{"formula": "C14H22ClN3O3S", "method": "wB97M-V/def2-TZVPD", "smiles": "CCCCc1nc(Cl)c(C(=O)N[C@@H](CCSC)C(=O)O)n1C", "max_force_ev_per_a": 2.15, "e_above_lowest_kj_mol": 0.00, "symbols": ["O", "O", "Cl", "N", "O", "S", "C", "C", "C", "C", "C", "N", "N", "C", "C", "C", "C", "C", "C", "C", "C", "C", "H", "H", "H", "H", "H", "H", "H", "H", "H", "H", "H", "H", "H", "H", "H", "H", "H", "H", "H", "H", "H", "H"], "coordinates": [[0.2113, -1.4387, -0.5173], [-1.6310, -4.7193, -0.4169], [-2.9896, 1.6334, -0.6400], [-1.1515, 2.5606, 1.1348], [-2.5373, -3.3544, 1.1176], [-1.1939, -4.1767, -4.8900], [-0.8074, -0.7897, -0.3734], [-2.1048, -3.6376, -0.1196], [-0.0720, 2.1480, 1.7386], [-1.5304, 1.5349, 0.2797], [-0.6464, 0.5175, 0.3109], [0.3065, 0.8925, 1.2467], [-2.0578, -1.2220, -0.7528], [0.5526, -4.5466, -4.4728], [1.4383, 0.0766, 1.6546], [3.3692, 5.7294, 2.1444], [-2.0971, -4.0359, -3.3379], [0.6636, 3.0196, 2.7486], [2.2773, 4.9882, 2.8562], [1.6447, 3.9093, 1.9599], [-1.5449, -2.8622, -2.5301], [-2.3572, -2.5939, -1.2283], [-2.2981, -4.0990, 1.6868], [-2.8089, -0.5542, -0.6479], [1.0241, -3.6125, -4.0698], [0.6154, -5.3692, -3.7680], [1.0338, -4.8972, -5.3870], [2.0626, 0.6341, 2.3490], [1.1144, -0.8373, 2.1556], [2.1212, -0.1115, 0.8079], [3.7934, 6.4830, 2.8190], [4.1835, 5.0745, 1.8131], [2.9615, 6.2597, 1.2933], [-3.1558, -3.9061, -3.5658], [-2.0239, -5.0009, -2.8152], [1.2396, 2.3747, 3.4592], [-0.0158, 3.6607, 3.2726], [2.7118, 4.4488, 3.6983], [1.5334, 5.6820, 3.2513], [2.4336, 3.2835, 1.5394], [1.1864, 4.4583, 1.1136], [-0.4712, -3.0158, -2.3838], [-1.5534, -1.9678, -3.1031], [-3.4298, -2.6205, -1.4313]], "forces_ev_per_a": [[0.172, -1.013, -0.191], [-0.311, 0.966, 0.729], [0.168, 0.524, 0.173], [-1.103, -0.513, -0.749], [0.084, 0.658, -0.331], [-0.027, -0.230, -1.099], [0.604, -0.333, 0.282], [0.462, -1.578, -1.273], [0.163, -0.913, -0.277], [0.085, 1.833, 0.949], [-1.379, -0.081, -0.105], [0.119, 0.514, 0.435], [0.198, 0.211, 0.445], [-0.404, 0.891, 0.653], [0.812, 0.283, -0.123], [0.478, 0.606, 0.270], [0.715, -0.294, 0.460], [1.093, -1.236, -1.381], [0.100, -1.243, 0.050], [0.057, 0.934, 0.243], [-0.331, -1.331, 0.803], [1.533, 1.183, 0.500], [0.003, -0.140, -0.091], [0.035, -0.395, 0.046], [-0.115, -1.067, -0.409], [-0.005, 0.046, 0.289], [-0.120, 0.365, -0.030], [-0.284, 0.208, 0.243], [0.070, -0.012, -0.341], [-0.688, -0.305, 0.242], [0.086, -0.088, -0.205], [-0.210, 0.074, 0.012], [0.037, 0.117, -0.372], [0.050, 0.119, -0.377], [0.085, 0.479, 0.092], [-0.526, 0.645, -0.387], [-0.640, -0.013, 0.316], [0.017, 0.156, 0.366], [-0.131, -0.094, -0.071], [0.099, 0.007, -0.064], [-0.231, -0.655, 0.325], [-0.335, -0.161, 0.713], [-0.513, 0.845, -0.665], [0.028, 0.031, -0.098]], "mulliken_charge": [-0.642, -0.587, -0.276, -0.710, -0.451, -0.122, 0.396, 0.447, 0.554, 0.465, -0.180, 0.164, 0.001, -0.765, -0.973, -1.308, -0.711, -0.866, -0.325, -0.495, -0.885, -0.235, 0.366, 0.072, 0.210, 0.278, 0.337, 0.450, 0.287, 0.275, 0.379, 0.329, 0.339, 0.361, 0.288, 0.289, 0.428, 0.316, 0.319, 0.276, 0.359, 0.334, 0.624, 0.584]}

# 3
{"formula": "C26H38AgBrO5SSi", "method": "wB97M-V/def2-TZVPD", "max_force_ev_per_a": 2.53, "e_above_lowest_kj_mol": 3.53, "charge": -2, "symbols": ["Ag", "C", "C", "C", "C", "Si", "C", "C", "C", "C", "C", "C", "C", "C", "H", "H", "H", "H", "H", "H", "H", "H", "H", "H", "H", "H", "H", "H", "H", "H", "H", "H", "H", "H", "H", "H", "H", "H", "H", "H", "H", "C", "C", "C", "C", "C", "C", "C", "S", "O", "O", "O", "H", "H", "H", "H", "H", "H", "H", "Br", "C", "C", "C", "C", "C", "C", "C", "O", "O", "H", "H", "H", "H"], "coordinates": [[-0.3752, 0.0727, 0.2410], [2.8852, -1.7577, 2.3773], [3.0930, -1.7705, 0.8630], [4.5673, -2.0773, 0.5873], [2.2737, -2.9559, 0.3484], [2.2632, -0.0547, 0.0956], [3.1731, 1.4781, 1.0994], [2.5002, 1.6158, 2.4670], [4.6831, 1.4098, 1.3467], [2.8622, 2.7786, 0.3622], [3.0115, 0.0810, -1.8177], [2.7817, -1.2434, -2.5449], [2.1491, 1.1064, -2.5560], [4.4803, 0.4674, -2.0082], [3.0542, -2.7533, 2.8005], [1.8651, -1.4566, 2.6035], [3.5703, -1.0720, 2.8677], [4.8727, -2.9921, 1.1077], [5.2137, -1.2722, 0.9201], [4.7381, -2.2323, -0.4739], [2.5457, -3.8693, 0.8887], [2.4443, -3.1327, -0.7073], [1.2121, -2.7737, 0.4867], [2.7847, 0.8042, 3.1265], [1.4188, 1.6110, 2.3545], [2.7994, 2.5560, 2.9411], [4.9204, 0.5656, 1.9870], [5.0293, 2.3178, 1.8525], [5.2439, 1.3078, 0.4241], [1.7937, 2.8434, 0.1806], [3.3837, 2.8361, -0.5874], [3.1629, 3.6465, 0.9573], [1.7599, -1.5749, -2.3850], [3.4594, -2.0143, -2.1916], [2.9450, -1.1272, -3.6222], [1.0950, 0.8696, -2.4172], [2.3774, 1.1096, -3.6273], [2.3027, 2.1083, -2.1741], [5.1370, -0.2096, -1.4708], [4.6638, 1.4769, -1.6543], [4.7566, 0.4364, -3.0685], [-4.9836, 2.3997, -3.4257], [-4.3668, 1.4244, -2.4605], [-4.8197, 1.3358, -1.1480], [-4.2023, 0.4813, -0.2482], [-3.1365, -0.2957, -0.6579], [-2.6916, -0.2307, -1.9619], [-3.2978, 0.6315, -2.8583], [-2.4542, -1.5380, 0.4546], [-3.5848, -2.4454, 0.6471], [-2.0525, -0.8678, 1.6838], [-1.3459, -2.1551, -0.2713], [-5.9990, 2.6625, -3.1308], [-4.9989, 1.9894, -4.4359], [-4.3924, 3.3175, -3.4501], [-5.6572, 1.9502, -0.8334], [-4.5328, 0.4042, 0.7774], [-1.8727, -0.8695, -2.2575], [-2.9342, 0.6990, -3.8768], [-5.5700, 5.6744, -1.0437], [-3.9422, 5.4429, -0.0515], [-3.5372, 6.4591, 0.7986], [-2.3703, 6.2736, 1.5286], [-1.6533, 5.0971, 1.4150], [-2.0637, 4.1045, 0.5305], [-3.2210, 4.2837, -0.2173], [-1.2893, 2.7899, 0.3851], [-0.7561, 2.3756, 1.4214], [-1.2733, 2.2868, -0.7487], [-4.1148, 7.3704, 0.8865], [-2.0308, 7.0646, 2.1883], [-0.7644, 4.9207, 2.0007], [-3.5239, 3.5057, -0.9019]], "forces_ev_per_a": [[2.371, 0.866, -0.084], [0.014, 0.227, -0.201], [-0.216, 0.232, -0.160], [-0.279, 0.277, -0.063], [-0.059, 0.232, -0.052], [0.795, -0.055, -0.110], [-0.151, -0.233, -0.045], [-0.138, -0.220, -0.202], [-0.320, -0.199, -0.170], [-0.043, -0.278, -0.132], [-0.239, 0.017, 0.261], [0.014, 0.100, 0.306], [-0.085, -0.084, 0.266], [-0.297, -0.053, 0.250], [0.024, -0.163, 0.022], [-0.179, 0.036, 0.206], [0.085, 0.127, 0.141], [0.014, -0.153, 0.087], [0.209, 0.134, 0.046], [0.118, -0.037, -0.201], [0.061, -0.132, 0.089], [-0.031, -0.091, -0.216], [-0.257, -0.062, -0.001], [-0.016, -0.126, 0.221], [-0.195, 0.082, 0.094], [0.053, 0.162, 0.082], [0.159, -0.149, 0.138], [0.015, 0.157, 0.094], [0.189, -0.033, -0.149], [-0.264, 0.142, -0.116], [0.090, 0.086, -0.210], [0.057, 0.104, 0.158], [-0.223, -0.217, -0.049], [0.077, -0.213, 0.032], [0.016, 0.065, -0.140], [-0.162, 0.060, -0.095], [0.058, -0.017, -0.173], [-0.043, 0.248, 0.011], [0.227, -0.098, 0.086], [0.125, 0.182, 0.063], [-0.010, -0.021, -0.177], [0.092, -0.022, 0.065], [-0.042, 0.013, -0.143], [0.042, -0.090, 0.030], [-0.080, 0.150, 0.138], [0.175, -0.413, 0.185], [0.115, -0.073, -0.216], [-0.085, 0.045, 0.101], [-1.739, -1.562, -0.170], [0.247, 0.223, 0.049], [-0.025, 0.337, 0.205], [-0.073, 0.028, -0.136], [-0.036, 0.032, -0.022], [-0.045, 0.010, -0.046], [-0.040, 0.096, -0.033], [0.011, 0.008, 0.036], [-0.099, 0.035, 0.075], [0.100, -0.015, -0.055], [0.029, -0.008, -0.036], [0.059, 0.006, 0.035], [-0.216, 0.286, -0.028], [-0.067, 0.025, -0.042], [-0.087, 0.195, 0.009], [0.029, -0.232, -0.140], [-0.006, -0.073, 0.014], [0.112, -0.021, -0.024], [-0.065, 0.728, 0.145], [0.202, -0.155, 0.639], [-0.188, -0.329, -0.590], [-0.007, -0.042, -0.006], [-0.002, -0.035, 0.025], [0.094, -0.046, 0.071], [0.028, -0.004, -0.039]], "mulliken_charge": [0.611, -2.113, 2.329, -1.827, -1.907, -0.636, 2.591, -1.916, -1.883, -2.149, 2.563, -2.145, -1.719, -1.962, 0.609, 0.311, 0.324, 0.524, 0.241, 0.253, 0.545, 0.281, 0.262, 0.295, 0.181, 0.555, 0.270, 0.538, 0.257, 0.265, 0.326, 0.597, 0.292, 0.349, 0.597, 0.162, 0.521, 0.302, 0.252, 0.315, 0.529, -1.542, 1.169, -0.754, -0.627, -0.072, -0.171, -0.657, 1.455, -0.809, -0.708, -0.603, 0.322, 0.450, 0.259, 0.261, 0.415, 0.498, 0.330, -0.264, -0.025, -0.443, -0.502, -0.476, -0.244, -0.047, 0.696, -0.737, -0.679, 0.363, 0.352, 0.433, 0.566]}

# 4
{"formula": "C37H41GeN6OSV", "method": "wB97M-V/def2-TZVPD", "max_force_ev_per_a": 0.96, "s2": 0.835, "spin_multiplicity": 2, "e_above_lowest_kj_mol": 115.63, "charge": 1, "symbols": ["V", "C", "C", "C", "C", "C", "N", "C", "C", "C", "C", "C", "C", "C", "N", "C", "C", "C", "N", "C", "C", "N", "C", "C", "C", "N", "H", "H", "H", "H", "H", "H", "H", "H", "H", "H", "H", "H", "H", "H", "H", "H", "H", "H", "N", "C", "O", "C", "C", "H", "H", "H", "H", "H", "H", "Ge", "C", "C", "C", "C", "C", "C", "C", "C", "C", "C", "C", "C", "H", "H", "H", "H", "H", "H", "H", "H", "H", "H", "H", "C", "S", "C", "H", "H", "H", "H", "H", "H"], "coordinates": [[-0.9441, -0.6431, 0.6286], [3.1928, -3.2736, -3.8038], [2.6129, -2.6379, -2.5696], [2.9623, -1.3414, -2.1946], [2.3858, -0.7349, -1.0952], [1.4595, -1.4092, -0.3109], [0.8764, -0.8052, 0.8560], [1.7297, -0.5770, 1.9720], [3.0984, -0.8133, 1.8908], [3.9563, -0.5338, 2.9390], [3.4784, -0.0320, 4.1417], [4.3909, 0.2517, 5.3051], [2.1092, 0.1466, 4.2503], [1.2461, -0.1091, 3.1958], [-0.1598, 0.0874, 3.4470], [-0.7211, 0.7048, 4.4953], [-2.0702, 0.4222, 4.4955], [-2.2540, -0.3871, 3.3820], [-1.1010, -0.5810, 2.7332], [1.0965, -2.6978, -0.6966], [1.6580, -3.2992, -1.8104], [0.0647, -3.4109, 0.0004], [-0.0388, -4.7321, 0.2211], [-1.2416, -4.9650, 0.8477], [-1.8268, -3.7045, 0.9716], [-1.0373, -2.7668, 0.4596], [4.1613, -2.8414, -4.0506], [3.3195, -4.3484, -3.6774], [2.5333, -3.1183, -4.6598], [3.6838, -0.7896, -2.7853], [2.6520, 0.2793, -0.8238], [3.5112, -1.2202, 0.9790], [5.0159, -0.7242, 2.8177], [5.4141, 0.4146, 4.9698], [4.0705, 1.1366, 5.8552], [4.4033, -0.5855, 6.0055], [1.7108, 0.4834, 5.1972], [-0.1395, 1.3028, 5.1730], [-2.8066, 0.7624, 5.2017], [-3.1617, -0.8153, 2.9911], [1.3150, -4.2813, -2.1135], [0.7519, -5.4022, -0.0712], [-1.6363, -5.9116, 1.1706], [-2.7757, -3.4244, 1.3984], [-4.9860, 0.3436, 0.3855], [-3.6631, 0.3461, 0.3913], [-3.0318, -0.7351, 0.4874], [-2.9068, 1.6391, 0.3108], [-1.4264, 1.4225, 0.6311], [-5.4789, -0.5339, 0.3285], [-5.4958, 1.1960, 0.2285], [-3.3904, 2.3717, 0.9639], [-3.0497, 1.9998, -0.7115], [-1.2298, 1.7000, 1.6706], [-0.7913, 2.0587, 0.0221], [-1.1123, -0.1550, -1.9027], [-2.9519, -0.2018, -2.6010], [-3.5766, -1.4463, -2.7247], [-4.8791, -1.5572, -3.1950], [-5.5871, -0.4182, -3.5598], [-4.9801, 0.8254, -3.4608], [-3.6765, 0.9268, -2.9848], [-0.1859, 1.3596, -2.7261], [0.8556, 1.1156, -3.6275], [1.5834, 2.1566, -4.1919], [1.2815, 3.4734, -3.8712], [0.2358, 3.7421, -2.9999], [-0.4843, 2.6957, -2.4367], [-0.4850, -1.3734, -2.6423], [-3.0392, -2.3477, -2.4472], [-5.3392, -2.5330, -3.2903], [-6.5978, -0.5029, -3.9379], [-5.5149, 1.7154, -3.7689], [-3.2131, 1.9087, -2.9556], [1.0953, 0.0943, -3.9014], [2.3808, 1.9407, -4.8923], [1.8494, 4.2850, -4.3072], [-0.0213, 4.7660, -2.7592], [-1.3033, 2.9443, -1.7702], [2.6229, 3.9459, 2.9601], [1.3695, 3.1759, 1.9239], [2.2622, 3.0940, 0.3620], [3.5711, 3.4146, 2.8709], [2.2830, 3.8763, 3.9927], [2.7657, 4.9958, 2.7093], [2.4687, 4.0876, -0.0335], [1.6289, 2.5665, -0.3538], [3.1979, 2.5461, 0.4857]], "forces_ev_per_a": [[-0.238, 0.442, -0.817], [-0.005, 0.005, 0.039], [0.025, 0.002, -0.037], [-0.008, 0.008, -0.031], [0.033, 0.094, -0.127], [-0.124, 0.055, 0.517], [0.766, 0.057, 0.172], [-0.392, -0.188, -0.556], [0.282, -0.012, 0.048], [0.021, -0.028, -0.042], [0.034, 0.006, 0.034], [-0.023, -0.006, -0.038], [0.044, 0.027, 0.065], [-0.460, 0.128, 0.260], [0.321, -0.326, -0.439], [-0.005, 0.158, 0.156], [0.023, 0.036, 0.030], [0.087, -0.008, -0.150], [-0.195, 0.157, 0.770], [-0.267, -0.278, 0.102], [0.052, -0.013, -0.102], [0.065, 0.376, 0.113], [0.105, -0.078, -0.025], [-0.017, -0.018, 0.008], [-0.060, 0.079, -0.035], [0.111, -0.301, -0.265], [-0.004, 0.001, 0.011], [-0.005, 0.006, 0.011], [-0.011, 0.009, 0.003], [-0.008, -0.014, 0.000], [-0.004, -0.010, -0.002], [-0.007, 0.021, 0.056], [-0.007, 0.008, -0.003], [-0.006, -0.002, -0.011], [-0.007, -0.005, -0.007], [-0.009, -0.007, -0.007], [0.004, -0.026, 0.008], [-0.018, -0.002, 0.006], [0.011, -0.007, -0.007], [0.001, 0.008, -0.015], [0.001, 0.014, -0.002], [-0.018, -0.003, 0.007], [0.006, 0.008, 0.000], [0.002, 0.004, -0.004], [-0.235, 0.052, -0.051], [0.448, -0.366, 0.133], [-0.225, 0.108, 0.307], [0.063, 0.036, -0.015], [-0.252, -0.168, 0.242], [0.018, 0.018, -0.046], [-0.019, -0.021, -0.032], [0.014, 0.030, -0.004], [-0.003, 0.009, -0.004], [0.012, 0.021, 0.007], [0.043, -0.043, -0.005], [0.059, -0.206, -0.323], [-0.189, 0.000, -0.016], [-0.103, 0.064, 0.099], [0.045, 0.020, 0.016], [0.023, -0.005, 0.017], [0.039, -0.039, 0.039], [0.038, 0.023, -0.107], [0.174, 0.249, 0.032], [-0.031, 0.051, 0.030], [-0.053, -0.018, 0.028], [-0.010, -0.028, 0.015], [0.008, -0.052, -0.016], [-0.031, -0.027, -0.052], [0.024, -0.011, 0.011], [0.013, -0.003, -0.005], [0.008, -0.001, 0.000], [0.001, -0.001, 0.002], [0.013, 0.003, 0.000], [0.018, -0.023, 0.004], [0.007, 0.010, 0.028], [0.002, -0.007, 0.008], [-0.005, -0.002, -0.009], [-0.004, -0.004, 0.004], [0.027, 0.004, -0.001], [0.093, -0.006, 0.010], [-0.099, -0.035, -0.011], [0.020, -0.027, -0.046], [-0.019, -0.010, 0.017], [-0.012, 0.018, -0.010], [0.002, -0.006, -0.028], [0.007, 0.008, 0.020], [-0.007, 0.012, 0.013], [-0.015, -0.006, 0.003]], "mulliken_charge": [-0.649, -1.687, 0.249, -1.087, 0.863, -0.787, 1.061, 1.096, -1.060, -1.465, 0.256, -1.728, -0.561, 0.521, 0.325, 0.040, -1.449, -0.341, -0.097, -0.324, -0.264, -0.006, -0.021, -1.409, -0.500, 1.074, 0.414, 0.400, 0.292, 0.389, 0.503, 0.395, 0.416, 0.408, 0.383, 0.329, 0.341, 0.433, 0.477, 0.623, 0.618, 0.531, 0.437, 0.528, -0.262, 0.539, -0.734, -0.965, -0.307, 0.300, 0.245, 0.618, -0.028, 0.739, 0.040, 1.933, -0.110, -0.112, -0.774, -0.529, -0.800, 0.018, -0.042, -0.210, -0.804, -0.542, -0.941, 0.503, -0.531, 0.374, 0.420, 0.412, 0.440, 0.230, 0.476, 0.444, 0.417, 0.439, -0.024, -1.020, 0.121, -0.435, 0.249, 0.349, 0.371, 0.486, -0.320, 0.362]}